# 1
ORCA calculation (ωB97M-V with the def2-TZVPD basis set) on a 8-piece molecular cluster, C25H65Cl2F6N5O8P overall at a distorted geometry.

The charge is -1. The value obtained for the HOMO-LUMO gap is 9.234 eV.

Each atom is followed by the atoms it is bonded to, with distances in Å.
Cartesian coordinates (Å):
1 P 2.31 1.01 1.54  F2 1.657, F3 1.617, F4 1.613, F5 1.669, F6 1.548, F7 1.665
2 F 2.48 1.56 3.10  P1 1.657
3 F 1.26 -0.03 2.20  P1 1.617
4 F 1.16 2.12 1.40  P1 1.613
5 F 1.92 0.41 0.04  P1 1.669
6 F 3.33 2.03 0.97  P1 1.548
7 F 3.48 -0.14 1.84  P1 1.665
8 C -0.14 4.47 -4.17  C9 1.484, H14 1.090, H15 1.090, H16 1.090
9 C -1.58 4.23 -4.43  C8 1.484, C10 1.543, N13 1.433, H17 1.090
10 C -1.69 2.75 -4.87  C9 1.543, O11 1.374, H18 1.090, H19 1.090
11 O -0.92 2.49 -5.97  C10 1.374, C12 1.434
12 C -1.47 2.64 -7.29  O11 1.434, H20 1.090, H21 1.090, H22 1.090
13 N -2.31 4.65 -3.28  C9 1.433, H23 1.010, H24 1.010
14 H -0.01 5.48 -3.79  C8 1.090
15 H 0.42 4.45 -5.10  C8 1.090
16 H 0.21 3.71 -3.47  C8 1.090
17 H -1.92 4.97 -5.16  C9 1.090
18 H -2.74 2.59 -5.10  C10 1.090
19 H -1.33 2.16 -4.04  C10 1.090
20 H -2.37 2.03 -7.41  C12 1.090
21 H -0.84 2.41 -8.14  C12 1.090
22 H -1.80 3.67 -7.48  C12 1.090
23 H -1.92 5.54 -3.02  N13 1.010
24 H -2.07 3.94 -2.59  N13 1.010
25 C 5.61 1.57 -4.36  C26 1.661, H31 1.090, H32 1.090, H33 1.090
26 C 5.53 -0.09 -4.40  C25 1.661, C27 1.539, N30 1.485, H34 1.090
27 C 6.23 -0.67 -3.15  C26 1.539, O28 1.374, H35 1.090, H36 1.090
28 O 6.25 -2.04 -3.07  C27 1.374, C29 1.457
29 C 7.06 -2.46 -1.93  O28 1.457, H37 1.090, H38 1.090, H39 1.090
30 N 4.16 -0.64 -4.29  C26 1.485, H40 1.010, H41 1.010
31 H 4.86 1.96 -5.05  C25 1.090
32 H 6.62 1.97 -4.33  C25 1.090
33 H 5.28 2.08 -3.45  C25 1.090
34 H 5.99 -0.50 -5.30  C26 1.090
35 H 5.73 -0.25 -2.27  C27 1.090
36 H 7.27 -0.34 -3.17  C27 1.090
37 H 8.14 -2.52 -2.02  C29 1.090
38 H 6.79 -3.50 -1.79  C29 1.090
39 H 6.94 -1.85 -1.03  C29 1.090
40 H 3.76 -0.15 -3.50  N30 1.010
41 H 3.46 -0.21 -4.88  N30 1.010
42 C -8.03 2.55 2.17  C43 1.502, H48 1.090, H49 1.090, H50 1.090
43 C -6.89 3.52 2.10  C42 1.502, C44 1.558, N47 1.488, H51 1.090
44 C -5.49 3.04 2.57  C43 1.558, O45 1.435, H52 1.090, H53 1.090
45 O -5.38 2.92 3.99  C44 1.435, C46 1.437
46 C -4.05 2.60 4.45  O45 1.437, H54 1.090, H55 1.090, H56 1.090
47 N -6.81 3.95 0.67  C43 1.488, H57 1.010, H58 1.010
48 H -8.96 3.05 1.90  C42 1.090
49 H -8.19 2.26 3.21  C42 1.090
50 H -8.04 1.69 1.49  C42 1.090
51 H -7.22 4.36 2.72  C43 1.090
52 H -4.76 3.84 2.45  C44 1.090
53 H -5.11 2.18 2.02  C44 1.090
54 H -3.40 3.33 3.97  C46 1.090
55 H -3.83 1.66 3.94  C46 1.090
56 H -3.89 2.53 5.52  C46 1.090
57 H -5.95 4.47 0.64  N47 1.010
58 H -6.68 3.26 -0.06  N47 1.010
59 C -2.08 -4.26 -7.09  C60 1.559, H65 1.090, H66 1.090, H67 1.090
60 C -1.37 -3.53 -5.92  C59 1.559, C61 1.562, N64 1.449, H68 1.090
61 C -2.37 -3.27 -4.75  C60 1.562, O62 1.447, H69 1.090, H70 1.090
62 O -1.82 -2.72 -3.52  C61 1.447, C63 1.412
63 C -2.66 -2.44 -2.42  O62 1.412, H71 1.090, H72 1.090, H73 1.090
64 N -0.28 -4.42 -5.52  C60 1.449, H74 1.010, H75 1.010
65 H -1.55 -4.38 -8.03  C59 1.090
66 H -3.07 -3.86 -7.31  C59 1.090
67 H -2.19 -5.31 -6.82  C59 1.090
68 H -0.94 -2.58 -6.22  C60 1.090
69 H -2.71 -4.25 -4.43  C61 1.090
70 H -3.19 -2.58 -4.95  C61 1.090
71 H -3.51 -1.79 -2.61  C63 1.090
72 H -2.09 -1.96 -1.63  C63 1.090
73 H -2.96 -3.39 -1.98  C63 1.090
74 H -0.28 -5.01 -6.34  N64 1.010
75 H -0.66 -5.11 -4.90  N64 1.010
76 C 1.84 -6.01 1.16  C77 1.487, H82 1.090, H83 1.090, H84 1.090
77 C 1.57 -6.38 -0.25  C76 1.487, C78 1.557, N81 1.491, H85 1.090
78 C 0.29 -7.22 -0.52  C77 1.557, O79 1.435, H86 1.090, H87 1.090
79 O 0.03 -7.38 -1.92  C78 1.435, C80 1.340
80 C -1.12 -7.96 -2.29  O79 1.340, H88 1.090, H89 1.090, H90 1.090
81 N 1.60 -5.14 -1.08  C77 1.491, H91 1.010, H92 1.010
82 H 1.16 -5.31 1.64  C76 1.090
83 H 2.84 -5.58 1.15  C76 1.090
84 H 1.82 -6.89 1.81  C76 1.090
85 H 2.38 -6.96 -0.70  C77 1.090
86 H -0.52 -6.62 -0.11  C78 1.090
87 H 0.61 -8.15 -0.06  C78 1.090
88 H -1.99 -7.54 -1.79  C80 1.090
89 H -1.03 -9.04 -2.15  C80 1.090
90 H -1.12 -7.70 -3.35  C80 1.090
91 H 0.63 -4.85 -1.12  N81 1.010
92 H 1.86 -4.39 -0.45  N81 1.010
93 C 2.02 -0.17 9.52  C94 1.526, H100 1.090, H101 1.090, H102 1.090
94 C 1.44 -0.07 10.92  C93 1.526, O95 1.489, H103 1.090, H104 1.090
95 O 1.52 1.32 11.46  C94 1.489, C96 1.289
96 C 0.68 1.67 12.37  O95 1.289, O97 1.237, O98 1.243
97 O -0.23 0.96 12.81  C96 1.237
98 O 0.92 2.83 12.76  C96 1.243, C99 1.402
99 C 0.09 3.39 13.74  O98 1.402, H105 1.090, H106 1.090, H107 1.090
100 H 1.75 -1.13 9.07  C93 1.090
101 H 3.11 -0.08 9.47  C93 1.090
102 H 1.60 0.56 8.83  C93 1.090
103 H 2.07 -0.64 11.60  C94 1.090
104 H 0.39 -0.36 10.99  C94 1.090
105 H 0.51 4.38 13.89  C99 1.090
106 H 0.12 2.89 14.71  C99 1.090
107 H -0.97 3.43 13.49  C99 1.090
108 C 3.41 8.38 1.55  Cl109 1.748, Cl110 1.829, H111 1.090, H112 1.090
109 Cl 2.45 9.22 0.35  C108 1.748
110 Cl 5.22 8.42 1.33  C108 1.829
111 H 3.21 8.97 2.44  C108 1.090
112 H 3.11 7.34 1.61  C108 1.090

# 2
ORCA calculation (ωB97M-V with the def2-TZVPD basis set) on a 10-piece molecular cluster, C25H65F2N9O15S2 overall at a distorted geometry.

The spin multiplicity is 2. The charge is +7. Its expectation value of S² is 0.7594. The value obtained for the HOMO-LUMO gap (alpha / beta) is 8.317 / 7.134 eV.

Each atom is followed by the atoms it is bonded to, with distances in Å.
Cartesian coordinates (Å):
1 N -0.62 -1.86 -1.02  S2 1.480, S6 1.660
2 S -0.98 -0.55 -1.61  N1 1.480, O3 1.437, O4 1.445, F5 1.633, S6 2.225
3 O 0.05 0.19 -2.29  S2 1.437
4 O -2.02 0.19 -0.93  S2 1.445
5 F -1.83 -1.29 -2.78  S2 1.633
6 S 0.08 -1.09 0.27  N1 1.660, S2 2.225, O7 1.465, O8 1.470, F9 1.603
7 O -0.81 -0.74 1.39  S6 1.465
8 O 1.25 -0.23 0.05  S6 1.470
9 F 0.65 -2.44 0.91  S6 1.603
10 C -0.47 -1.63 4.91  C11 1.479, H17 1.090, H18 1.090, H19 1.090
11 C -1.90 -1.25 4.83  C10 1.479, O12 1.282, N13 1.536
12 O -2.87 -1.93 4.33  C11 1.282
13 N -2.17 0.24 5.03  C11 1.536, H14 1.010, H15 1.010, C16 1.525
14 H -3.12 0.47 5.31  N13 1.010
15 H -1.52 0.58 5.73  N13 1.010
16 C -1.96 1.08 3.77  N13 1.525, H20 1.090, H21 1.090, H22 1.090
17 H -0.33 -2.40 5.66  C10 1.090
18 H 0.11 -0.73 5.13  C10 1.090
19 H -0.03 -2.05 4.00  C10 1.090
20 H -2.36 0.61 2.87  C16 1.090
21 H -0.91 1.36 3.71  C16 1.090
22 H -2.58 1.95 3.97  C16 1.090
23 C -1.32 3.88 -0.60  C24 1.484, H30 1.090, H31 1.090, H32 1.090
24 C -1.24 3.63 0.86  C23 1.484, O25 1.289, N26 1.606
25 O -0.90 2.53 1.43  C24 1.289
26 N -1.43 4.94 1.78  C24 1.606, H27 1.010, H28 1.010, C29 1.607
27 H -2.19 5.50 1.43  N26 1.010
28 H -1.77 4.78 2.71  N26 1.010
29 C 0.00 5.68 1.87  N26 1.607, H33 1.090, H34 1.090, H35 1.090
30 H -1.54 2.94 -1.09  C23 1.090
31 H -0.51 4.43 -1.09  C23 1.090
32 H -2.17 4.54 -0.78  C23 1.090
33 H 0.33 6.15 0.95  C29 1.090
34 H 0.70 4.92 2.23  C29 1.090
35 H 0.01 6.54 2.53  C29 1.090
36 C -4.98 1.03 -0.90  C37 1.486, H43 1.090, H44 1.090, H45 1.090
37 C -4.92 2.51 -0.89  C36 1.486, O38 1.245, N39 1.550
38 O -4.54 3.04 0.18  C37 1.245
39 N -5.01 3.24 -2.25  C37 1.550, H40 1.010, H41 1.010, C42 1.547
40 H -4.24 2.84 -2.76  N39 1.010
41 H -5.84 2.81 -2.64  N39 1.010
42 C -5.02 4.79 -2.23  N39 1.547, H46 1.090, H47 1.090, H48 1.090
43 H -4.25 0.59 -1.58  C36 1.090
44 H -6.00 0.67 -1.02  C36 1.090
45 H -4.68 0.60 0.06  C36 1.090
46 H -5.09 5.25 -3.22  C42 1.090
47 H -4.12 5.16 -1.74  C42 1.090
48 H -5.82 5.14 -1.58  C42 1.090
49 C -2.51 -4.04 1.72  C50 1.521, H56 1.090, H57 1.090, H58 1.090
50 C -2.75 -4.84 0.45  C49 1.521, O51 1.209, N52 1.529
51 O -3.04 -6.01 0.38  C50 1.209
52 N -2.16 -4.22 -0.82  C50 1.529, H53 1.010, H54 1.010, C55 1.552
53 H -1.59 -3.39 -0.80  N52 1.010
54 H -1.60 -4.90 -1.32  N52 1.010
55 C -3.25 -3.98 -1.90  N52 1.552, H59 1.090, H60 1.090, H61 1.090
56 H -2.16 -3.01 1.65  C49 1.090
57 H -1.81 -4.67 2.27  C49 1.090
58 H -3.40 -4.05 2.34  C49 1.090
59 H -4.00 -4.77 -1.96  C55 1.090
60 H -2.72 -3.79 -2.83  C55 1.090
61 H -3.94 -3.14 -1.78  C55 1.090
62 C 1.57 2.66 -2.87  C63 1.472, H69 1.090, H70 1.090, H71 1.090
63 C 1.55 3.84 -3.75  C62 1.472, O64 1.220, N65 1.468
64 O 0.56 4.46 -4.10  C63 1.220
65 N 2.91 4.02 -4.28  C63 1.468, H66 1.010, H67 1.010, C68 1.559
66 H 3.48 4.37 -3.51  N65 1.010
67 H 3.34 3.12 -4.42  N65 1.010
68 C 2.91 4.98 -5.51  N65 1.559, H72 1.090, H73 1.090, H74 1.090
69 H 0.72 2.64 -2.19  C62 1.090
70 H 2.43 2.84 -2.23  C62 1.090
71 H 1.70 1.71 -3.39  C62 1.090
72 H 2.70 4.60 -6.51  C68 1.090
73 H 3.97 5.21 -5.55  C68 1.090
74 H 2.23 5.82 -5.34  C68 1.090
75 C 2.72 -5.03 -1.73  C76 1.541, H82 1.090, H83 1.090, H84 1.090
76 C 2.22 -3.57 -1.85  C75 1.541, O77 1.240, N78 1.509
77 O 2.88 -2.58 -1.52  C76 1.240
78 N 0.87 -3.51 -2.53  C76 1.509, H79 1.010, H80 1.010, C81 1.560
79 H 0.52 -4.46 -2.55  N78 1.010
80 H 0.28 -2.93 -1.94  N78 1.010
81 C 0.81 -2.80 -3.91  N78 1.560, H85 1.090, H86 1.090, H87 1.090
82 H 2.94 -5.48 -2.70  C75 1.090
83 H 2.08 -5.73 -1.22  C75 1.090
84 H 3.57 -4.93 -1.05  C75 1.090
85 H 1.13 -1.76 -3.82  C81 1.090
86 H -0.22 -2.86 -4.27  C81 1.090
87 H 1.51 -3.28 -4.59  C81 1.090
88 C 3.09 1.05 3.92  C89 1.571, H95 1.090, H96 1.090, H97 1.090
89 C 2.61 2.24 3.02  C88 1.571, O90 1.250, N91 1.504
90 O 1.44 2.69 2.95  C89 1.250
91 N 3.72 2.95 2.30  C89 1.504, H92 1.010, H93 1.010, C94 1.555
92 H 3.45 3.91 2.46  N91 1.010
93 H 4.65 2.92 2.68  N91 1.010
94 C 3.77 2.60 0.78  N91 1.555, H98 1.090, H99 1.090, H100 1.090
95 H 2.31 0.41 4.36  C88 1.090
96 H 3.57 1.46 4.81  C88 1.090
97 H 3.73 0.35 3.39  C88 1.090
98 H 4.60 1.92 0.60  C94 1.090
99 H 4.12 3.50 0.26  C94 1.090
100 H 2.80 2.26 0.43  C94 1.090
101 C 5.17 -2.77 4.57  C102 1.538, H108 1.090, H109 1.090, H110 1.090
102 C 4.06 -3.07 3.55  C101 1.538, O103 1.216, N104 1.532
103 O 3.36 -2.17 3.12  C102 1.216
104 N 3.61 -4.52 3.38  C102 1.532, H105 1.010, H106 1.010, C107 1.548
105 H 4.35 -5.04 3.83  N104 1.010
106 H 2.75 -4.73 3.88  N104 1.010
107 C 3.38 -4.96 1.92  N104 1.548, H111 1.090, H112 1.090, H113 1.090
108 H 4.88 -3.29 5.48  C101 1.090
109 H 5.31 -1.74 4.89  C101 1.090
110 H 6.11 -3.24 4.29  C101 1.090
111 H 2.82 -4.26 1.30  C107 1.090
112 H 2.86 -5.92 1.90  C107 1.090
113 H 4.36 -5.16 1.47  C107 1.090
114 O -2.54 -2.19 -5.10  C115 1.325, H118 0.960
115 C -2.55 -2.35 -6.41  O114 1.325, O116 1.208, O117 1.271
116 O -3.24 -3.20 -6.92  C115 1.208
117 O -1.86 -1.50 -7.05  C115 1.271
118 H -2.27 -1.28 -5.01  O114 0.960

Per-record DFT total energy, eV: -101449.24189, -98114.15801